# 1
A cluster of 2 separate species, C3H4ClNS in total in a non-equilibrium geometry, computed with wB97M-V/def2-TZVPD.

The geometry in XYZ format:
```
10
C3H4ClNS wB97M-V/def2-TZVPD
C 0.743 -0.811 -0.083
C 1.133 0.648 -0.124
C -1.287 -0.053 0.370
N -0.462 -1.130 0.100
S -0.463 1.529 0.190
Cl -2.469 -0.219 1.599
H 1.535 -1.641 -0.415
H 1.973 0.765 0.665
H 1.448 0.992 -1.125
H -2.150 -0.079 -1.176
```

Output
ΔE to the lowest compared entry with this formula, charge and spin = 69.3 kcal/mol
Orbital gap = 8.372 eV
DFT total energy = -1029.71961 hartree
LUMO energy = -0.14 eV

These are the natural (NBO) partial charges, in e, on atoms 1 to 2: 0.138, -0.613


# 2
A cluster of 2 separate species, C3H4ClNS in total in a non-equilibrium geometry, computed with wB97M-V/def2-TZVPD.

The geometry in XYZ format:
```
10
C3H4ClNS wB97M-V/def2-TZVPD
C 1.836 -0.034 -0.765
C -0.077 -0.214 0.113
C -0.900 0.952 0.512
N -0.216 -1.410 -0.018
S 2.428 -1.509 -1.030
Cl -2.593 0.230 0.745
H 2.166 0.976 -1.159
H -0.882 1.728 -0.290
H -0.736 1.286 1.484
H -1.026 -2.005 0.408
```

Output
ΔE to the lowest compared entry with this formula, charge and spin = 77.8 kcal/mol
Orbital gap = 8.001 eV
DFT total energy = -1029.70613 hartree
LUMO energy = -0.28 eV

These are the natural (NBO) partial charges, in e, on atoms 1 to 2: -0.384, 0.306


# 3
A structure of composition C3H4ClNS in a non-equilibrium geometry, computed with wB97M-V/def2-TZVPD.

The geometry in XYZ format:
```
10
C3H4ClNS wB97M-V/def2-TZVPD
C -0.787 0.095 -0.986
C -0.340 0.431 0.414
C 0.888 -0.478 0.658
N 0.002 -0.496 -1.783
S 1.470 -0.816 -1.043
Cl -2.252 0.810 -1.457
H -0.231 1.481 0.341
H -1.025 0.171 1.242
H 1.599 0.129 1.338
H 0.678 -1.326 1.276
```

Output
ΔE to the lowest compared entry with this formula, charge and spin = 7.5 kcal/mol
Orbital gap = 9.429 eV
DFT total energy = -1029.81803 hartree
LUMO energy = 0.83 eV

These are the natural (NBO) partial charges, in e, on atoms 1 to 2: 0.209, -0.489


# 4
A structure of composition C3H4CrO4 in a non-equilibrium geometry, computed with wB97M-V/def2-TZVPD.

The geometry in XYZ format:
```
12
C3H4CrO4 wB97M-V/def2-TZVPD
C 0.506 0.372 0.663
O 0.717 0.857 1.763
O 0.375 -0.926 0.437
C 0.162 -1.079 -0.937
O 1.098 0.880 -0.590
C 0.862 -0.064 -1.529
Cr 0.921 0.485 3.614
H 0.925 0.216 -2.579
H 0.035 -2.104 -1.273
O -1.657 0.785 0.159
H -2.218 0.529 0.898
H -1.724 0.050 -0.625
```

Output
ΔE to the lowest compared entry with this formula, charge and spin = 36.8 kcal/mol
Spin multiplicity = 5
Charge = +2
Orbital gap (spin up / spin down) = 4.491 / 5.883 eV
DFT total energy = -1461.31935 hartree
LUMO energy (spin up / spin down) = -13.06 / -11.70 eV

These are the natural (NBO) partial charges, in e, on atoms 1 to 2: 1.056, -0.797


# 5
A structure of composition C3H4CsO3 in a non-equilibrium geometry, computed with wB97M-V/def2-TZVPD.

The geometry in XYZ format:
```
11
C3H4CsO3 wB97M-V/def2-TZVPD
H 0.758 0.818 5.079
Cs -0.242 -0.866 -2.890
O -0.387 1.117 0.492
O -0.511 0.284 3.519
C 0.730 0.284 4.097
C 1.775 0.942 3.182
O 1.141 1.480 2.029
C 0.484 0.569 1.243
H 1.121 -0.753 4.266
H 2.503 0.185 2.842
H 2.281 1.772 3.701
```

Output
ΔE to the lowest compared entry with this formula, charge and spin = 80.7 kcal/mol
Charge = -1
Orbital gap (spin up / spin down) = 3.230 / 6.960 eV
DFT total energy = -362.42937 hartree
LUMO energy (spin up / spin down) = 2.13 / 2.80 eV

These are the natural (NBO) partial charges, in e, on atoms 1 to 2: 0.105, 0.028


# 6
A structure of composition C3H4ErLiO3 in a non-equilibrium geometry, computed with wB97M-V/def2-TZVPD.

The geometry in XYZ format:
```
12
C3H4ErLiO3 wB97M-V/def2-TZVPD
C 0.515 2.106 -1.756
C -0.541 1.723 -0.954
H 1.486 1.603 -1.725
H -0.257 1.017 -1.983
H -1.431 2.355 -1.078
O 0.092 -2.165 1.017
C -0.103 -2.191 2.271
O -0.398 -1.157 2.904
O -0.011 -3.317 2.895
Li 0.574 -3.294 -0.390
Er -0.430 0.263 1.095
H 0.506 3.058 -2.298
```

Output
ΔE to the lowest compared entry with this formula, charge and spin = 24.2 kcal/mol
Spin multiplicity = 5
Charge = +3
Orbital gap (spin up / spin down) = 8.828 / 7.900 eV
DFT total energy = -1363.72325 hartree
LUMO energy (spin up / spin down) = -14.64 / -15.59 eV

These are the Mulliken partial charges, in e, on atoms 1 to 2: -0.348, -0.556


# 7
An isolated molecule of C3H4F2 in a non-equilibrium geometry, computed with wB97M-V/def2-TZVPD.

The geometry in XYZ format:
```
9
C3H4F2 wB97M-V/def2-TZVPD
C -1.169 0.210 0.067
C 0.100 -0.536 -0.025
C 1.248 0.043 -0.039
H -1.604 0.059 1.019
H -0.920 1.286 -0.280
H -1.810 -0.341 -0.700
H 0.225 -1.549 -0.104
F 1.488 1.341 0.006
F 2.442 -0.512 0.057
```

Output
ΔE to the lowest compared entry with this formula, charge and spin = 11.9 kcal/mol
SMILES = CC=C(F)F
Orbital gap = 10.646 eV
DFT total energy = -316.39697 hartree
LUMO energy = 1.00 eV

These are the natural (NBO) partial charges, in e, on atoms 1 to 2: -0.629, -0.378


# 8
A structure of composition C3H4F2 in a non-equilibrium geometry, computed with wB97M-V/def2-TZVPD.

The geometry in XYZ format:
```
9
C3H4F2 wB97M-V/def2-TZVPD
C -0.087 0.134 -0.590
C -1.153 0.937 -0.744
C 2.110 0.756 0.516
F -1.427 1.645 0.318
F 2.917 -0.097 -0.059
H 0.917 0.509 0.086
H 0.139 -0.542 -1.464
H 2.408 1.796 0.118
H -1.967 0.744 -1.431
```

Output
ΔE to the lowest compared entry with this formula, charge and spin = 130.3 kcal/mol
Orbital gap (spin up / spin down) = 8.173 / 8.108 eV
DFT total energy = -316.20822 hartree
LUMO energy (spin up / spin down) = -0.90 / -0.77 eV

These are the natural (NBO) partial charges, in e, on atoms 1 to 2: -0.373, 0.214


# 9
A cluster of 2 separate species, C3H4F2O in total in a non-equilibrium geometry, computed with wB97M-V/def2-TZVPD.

The geometry in XYZ format:
```
10
C3H4F2O wB97M-V/def2-TZVPD
C 0.711 -0.866 -0.473
C 1.816 -0.791 -1.383
C -0.100 0.336 -0.095
O 0.722 -1.260 -1.904
F 2.496 1.574 -2.020
F 3.027 -1.208 -1.530
H 0.670 -1.729 0.190
H -0.961 0.040 0.495
H -0.436 0.846 -0.993
H 0.512 1.029 0.478
```

Output
ΔE to the lowest compared entry with this formula, charge and spin = 109.6 kcal/mol
Orbital gap (spin up / spin down) = 8.979 / 7.742 eV
DFT total energy = -391.49816 hartree
LUMO energy (spin up / spin down) = -1.38 / -1.78 eV

These are the natural (NBO) partial charges, in e, on atoms 1 to 2: 0.024, 0.935


# 10
A cluster of 2 separate species, C3H4F2Si in total in a non-equilibrium geometry, computed with wB97M-V/def2-TZVPD.

The geometry in XYZ format:
```
10
C3H4F2Si wB97M-V/def2-TZVPD
C -0.348 1.449 -2.392
C -0.589 0.671 -1.506
C 1.333 -0.229 1.901
F -1.154 -2.002 -1.215
F -2.128 -0.837 0.661
Si -0.837 -0.755 -0.279
H -0.488 2.145 -3.135
H 0.426 0.303 2.197
H 1.895 -1.050 2.540
H 1.890 0.305 1.228
```

Output
ΔE to the lowest compared entry with this formula, charge and spin = 98.4 kcal/mol
Orbital gap (spin up / spin down) = 8.403 / 8.341 eV
DFT total energy = -605.86543 hartree
LUMO energy (spin up / spin down) = -0.30 / -0.96 eV

These are the natural (NBO) partial charges, in e, on atoms 1 to 2: -0.146, -0.569


The lowest ΔE to the lowest compared entry with this formula, charge and spin belongs to which entry?
number 3


Number 8 is which compound?
C3H4F2